Density functional theory data (ωB97M-V/def2-TZVPD) for a single C15H24N2O3S molecule.

## Properties
net charge: 0
energy: -1319.3609 a.u.
HOMO energy: -8.03 eV
energy above the lowest of the compared OMol25 structures with the same formula, charge and spin: 45.52 kcal/mol
SMILES string: Cc1ccc(S(=O)(=O)NCCN2CCOCC2)c(C)c1C
max |F|: 0.99 eV/Å

CARTESIAN COORDINATES (ANGSTROEM)
C 3.683 2.658 -1.236
C 2.892 1.457 -0.809
C 2.614 0.467 -1.744
C 1.882 -0.649 -1.392
C 1.443 -0.791 -0.089
C 1.723 0.162 0.880
C 2.437 1.310 0.505
C 2.706 2.363 1.540
H 3.499 2.036 2.212
H 3.011 3.300 1.087
H 1.815 2.545 2.137
C 1.281 -0.026 2.296
H 2.096 0.205 2.979
H 0.446 0.634 2.528
H 0.973 -1.053 2.458
S 0.434 -2.231 0.238
O 0.343 -3.009 -0.965
O 0.854 -2.902 1.438
N -1.077 -1.549 0.588
H -1.411 -1.986 1.435
C -2.049 -1.608 -0.492
C -1.812 -0.503 -1.542
N -2.199 0.854 -1.258
C -3.610 1.150 -1.111
C -4.094 1.154 0.347
O -3.291 1.987 1.153
C -1.937 1.584 1.101
C -1.403 1.634 -0.336
H -0.370 1.289 -0.366
H -1.440 2.677 -0.679
H -1.396 2.285 1.739
H -1.833 0.563 1.496
H -5.107 1.559 0.411
H -4.093 0.134 0.761
H -4.194 0.439 -1.696
H -3.772 2.156 -1.520
H -2.359 -0.800 -2.444
H -0.747 -0.496 -1.784
H -3.052 -1.526 -0.071
H -1.964 -2.572 -1.010
H 1.648 -1.425 -2.102
H 2.970 0.575 -2.758
H 4.568 2.779 -0.614
H 3.084 3.564 -1.158
H 4.002 2.550 -2.269


Density functional theory data (ωB97M-V/def2-TZVPD) for 8 unconnected molecules or ions with the total composition C38H74FN2O18S8.

## Properties
net charge: +1
energy: -6241.1499 a.u.
HOMO energy: -11.52 eV
max |F|: 0.68 eV/Å

CARTESIAN COORDINATES (ANGSTROEM)
C 5.561 -2.479 1.279
C 4.650 -2.035 0.135
C 5.456 -1.983 -1.168
C 3.382 -2.920 -0.084
C 3.342 -4.209 0.739
C 2.207 -2.040 0.327
O 0.916 -2.722 0.255
N 0.075 -2.257 -0.752
S 0.810 -2.287 -2.393
C -0.468 -0.882 -0.389
C -0.336 0.158 -1.497
O 0.440 1.062 -1.373
C -1.146 -3.232 -0.784
O -1.984 -3.001 -1.575
N -1.115 -4.276 0.132
C -0.539 -5.440 -0.411
O 0.275 -5.485 -1.270
F -1.034 -6.515 0.160
H 5.992 -3.461 1.079
H 6.376 -1.764 1.389
H 5.042 -2.517 2.239
H 4.322 -1.018 0.385
H 4.978 -1.324 -1.898
H 6.448 -1.591 -0.981
H 5.552 -2.995 -1.564
H 3.327 -3.163 -1.146
H 2.441 -4.782 0.510
H 4.199 -4.840 0.512
H 3.310 -3.982 1.805
H 2.180 -1.098 -0.223
H 2.330 -1.793 1.384
H 1.260 -3.547 -2.227
H -1.509 -0.985 -0.096
H 0.084 -0.509 0.468
H -0.971 0.074 -2.391
H -0.741 -3.990 1.054
C -6.388 -1.415 -0.620
C -6.863 0.015 -0.912
C -5.970 0.969 -0.106
S -4.397 0.136 0.074
O -4.146 -0.158 1.466
O -3.369 0.804 -0.705
C -4.869 -1.381 -0.755
H -6.829 -2.138 -1.304
H -6.665 -1.701 0.397
H -6.763 0.222 -1.980
H -7.908 0.156 -0.647
H -5.804 1.917 -0.609
H -6.356 1.150 0.892
H -4.361 -2.218 -0.281
H -4.562 -1.295 -1.797
C -3.882 5.832 2.877
C -3.067 4.749 2.155
C -3.585 3.386 2.633
S -5.307 3.649 3.085
O -5.445 3.430 4.504
O -6.176 2.970 2.154
C -5.342 5.407 2.760
H -3.722 6.817 2.443
H -3.592 5.878 3.929
H -3.213 4.840 1.077
H -2.000 4.849 2.350
H -3.538 2.620 1.863
H -3.070 3.040 3.527
H -6.009 5.887 3.473
H -5.723 5.542 1.748
C 7.021 3.078 -3.073
C 5.650 3.168 -2.394
C 5.525 1.962 -1.458
S 7.201 1.532 -0.968
O 7.513 0.232 -1.511
O 7.385 1.800 0.435
C 8.024 2.773 -1.961
H 7.274 3.997 -3.597
H 7.019 2.265 -3.803
H 5.591 4.096 -1.819
H 4.842 3.163 -3.124
H 4.949 2.173 -0.560
H 5.108 1.098 -1.973
H 8.970 2.369 -2.313
H 8.199 3.638 -1.322
C -10.959 3.870 5.357
C -9.600 3.773 6.061
C -8.516 4.045 5.010
S -9.276 5.111 3.779
O -9.354 4.405 2.525
O -8.681 6.425 3.840
C -10.905 5.144 4.523
H -11.784 3.897 6.068
H -11.105 3.006 4.706
H -9.546 4.525 6.851
H -9.453 2.800 6.526
H -7.649 4.552 5.421
H -8.200 3.137 4.501
H -11.650 5.192 3.733
H -10.960 6.036 5.147
C 0.233 2.866 -5.809
C 0.497 3.932 -4.736
C 1.619 3.405 -3.832
S 2.611 2.315 -4.862
O 2.508 0.968 -4.350
O 3.901 2.908 -5.112
C 1.604 2.454 -6.334
H -0.400 3.244 -6.610
H -0.268 2.004 -5.363
H 0.812 4.861 -5.215
H -0.398 4.150 -4.155
H 2.261 4.195 -3.450
H 1.234 2.806 -3.009
H 1.614 1.501 -6.859
H 2.046 3.231 -6.957
C 7.804 -2.909 -4.717
C 8.519 -4.088 -5.391
C 8.162 -5.354 -4.601
S 6.545 -5.050 -3.875
O 6.678 -5.012 -2.439
O 5.554 -5.892 -4.496
C 6.371 -3.372 -4.481
H 7.834 -2.011 -5.333
H 8.279 -2.675 -3.762
H 8.169 -4.186 -6.420
H 9.597 -3.942 -5.424
H 8.095 -6.239 -5.228
H 8.854 -5.532 -3.780
H 5.834 -2.782 -3.744
H 5.805 -3.422 -5.411
C -1.380 -4.343 5.991
C -0.581 -3.045 6.172
C 0.429 -2.964 5.019
S -0.311 -3.865 3.657
O 0.488 -5.019 3.333
O -0.668 -2.940 2.588
C -1.787 -4.381 4.520
H -2.252 -4.376 6.640
H -0.753 -5.206 6.225
H -1.258 -2.190 6.130
H -0.072 -3.014 7.133
H 0.624 -1.944 4.696
H 1.367 -3.463 5.256
H -2.078 -5.365 4.161
H -2.567 -3.652 4.300


Density functional theory data (ωB97M-V/def2-TZVPD) for a single C4H7NO molecule in a non-equilibrium geometry.

## Properties
net charge: 0
energy: -286.5359 a.u.
HOMO energy: -9.12 eV
energy above the lowest of the compared OMol25 structures with the same formula, charge and spin: 60.07 kcal/mol
SMILES string: C/C=N/CC=O
max |F|: 1.19 eV/Å

CARTESIAN COORDINATES (ANGSTROEM)
C 2.003 -0.185 0.303
C 0.588 0.272 0.329
N 0.039 1.113 -0.452
C -1.382 0.812 -0.448
C -1.480 -0.722 -0.457
O -0.520 -1.403 -0.742
H 2.084 -1.143 0.829
H 2.604 0.563 0.815
H 2.371 -0.324 -0.718
H -1.981 1.318 0.324
H -1.829 1.082 -1.416
H -2.442 -1.218 -0.283
H -0.039 -0.212 1.108


Density functional theory data (ωB97M-V/def2-TZVPD) for a single C3H6N2 molecule in a non-equilibrium geometry.

## Properties
net charge: 0
energy: -227.2535 a.u.
HOMO energy: -8.93 eV
energy above the lowest of the compared OMol25 structures with the same formula, charge and spin: 107.49 kcal/mol
SMILES string: C=NN1CC1
max |F|: 4.03 eV/Å

CARTESIAN COORDINATES (ANGSTROEM)
C 1.683 -0.197 0.017
C -1.043 0.035 -0.666
C -0.935 0.083 0.760
H 2.731 -0.425 0.202
H 0.774 -0.954 -0.290
H -1.876 0.085 -1.365
H -0.344 -0.684 -1.001
H -1.768 0.541 1.361
H -0.250 -0.611 1.136
N 1.206 0.978 -0.089
N -0.178 1.149 -0.067


Density functional theory data (ωB97M-V/def2-TZVPD) for a single C10H7NO3 molecule in a non-equilibrium geometry.

## Properties
net charge: 0
energy: -665.7095 a.u.
HOMO energy: -9.32 eV
energy above the lowest of the compared OMol25 structures with the same formula, charge and spin: 3.71 kcal/mol
SMILES string: O=C(Oc1ccccn1)c1ccco1
max |F|: 3.38 eV/Å

CARTESIAN COORDINATES (ANGSTROEM)
C 1.448 -0.712 -0.797
C -0.534 -1.253 0.299
C -1.861 -1.634 0.138
C -2.741 -1.389 1.151
C -2.281 -0.719 2.261
C -1.023 -0.259 2.289
C 1.126 0.730 -0.978
C 2.006 1.717 -1.112
C 1.208 2.949 -1.121
C -0.058 2.516 -0.921
H -2.084 -2.176 -0.745
H -3.760 -1.755 1.117
H -2.928 -0.365 3.062
H -0.685 0.307 3.130
H 3.025 1.576 -1.178
H 1.523 4.033 -1.040
H -0.963 3.039 -0.937
N -0.061 -0.581 1.336
O 2.549 -1.163 -1.032
O 0.405 -1.547 -0.628
O -0.134 1.175 -0.842


Density functional theory data (ωB97M-V/def2-TZVPD) for a single C23H34N4O molecule.

## Properties
net charge: 0
energy: -1191.0741 a.u.
HOMO energy: -7.87 eV
energy above the lowest of the compared OMol25 structures with the same formula, charge and spin: 29.75 kcal/mol
SMILES string: OCC[C@H]1CN(Cc2cn[nH]c2C2CCCCC2)CCN1Cc1ccccc1
max |F|: 0.89 eV/Å

CARTESIAN COORDINATES (ANGSTROEM)
O -6.307 -0.604 0.265
C -5.435 -1.577 -0.264
C -4.133 -1.697 0.526
H -3.557 -2.545 0.161
H -4.362 -1.877 1.579
C -3.298 -0.411 0.415
N -2.973 -0.155 -0.976
C -1.903 -1.000 -1.457
C -0.681 -1.048 -0.536
N -1.094 -1.442 0.799
C -2.057 -0.486 1.318
H -2.356 -0.813 2.318
H -1.613 0.519 1.403
C 0.040 -1.624 1.701
C 0.871 -0.395 1.916
C 2.013 0.007 1.243
N 2.339 1.217 1.756
N 1.493 1.624 2.699
C 0.600 0.662 2.806
H -0.196 0.741 3.519
H 3.117 1.802 1.499
C 2.850 -0.672 0.212
H 2.356 -1.612 -0.056
C 4.241 -1.002 0.771
C 5.073 -1.739 -0.274
C 5.203 -0.903 -1.543
C 3.824 -0.562 -2.100
C 2.992 0.177 -1.057
H 2.002 0.401 -1.459
H 3.477 1.125 -0.814
H 3.926 0.054 -2.996
H 3.311 -1.484 -2.386
H 5.782 -1.448 -2.290
H 5.740 0.021 -1.315
H 6.063 -1.958 0.132
H 4.593 -2.690 -0.514
H 4.137 -1.615 1.669
H 4.752 -0.079 1.055
H 0.658 -2.425 1.285
H -0.362 -1.964 2.659
H 0.022 -1.796 -0.914
H -0.178 -0.067 -0.528
H -1.602 -0.659 -2.449
H -2.299 -2.016 -1.556
C -2.945 1.235 -1.399
C -1.789 2.072 -0.897
C -1.858 2.717 0.333
C -0.773 3.419 0.827
C 0.394 3.503 0.088
C 0.465 2.893 -1.152
C -0.619 2.182 -1.638
H -0.555 1.707 -2.608
H 1.365 2.972 -1.745
H 1.240 4.051 0.477
H -0.834 3.899 1.793
H -2.772 2.670 0.908
H -2.934 1.229 -2.495
H -3.889 1.682 -1.075
H -3.927 0.415 0.763
H -5.216 -1.250 -1.282
H -5.939 -2.555 -0.303
H -6.486 -0.823 1.186


Density functional theory data (ωB97M-V/def2-TZVPD) for 2 unconnected molecules or ions with the total composition C6H14N2O2 in a non-equilibrium geometry.

## Properties
net charge: 0
energy: -496.9582 a.u.
HOMO energy: -9.59 eV
energy above the lowest of the compared OMol25 structures with the same formula, charge and spin: 62.30 kcal/mol
SMILES string: CNC(C)=O.CNC(C)=O
max |F|: 5.22 eV/Å

CARTESIAN COORDINATES (ANGSTROEM)
C -2.230 -1.459 1.816
C -0.944 -2.367 -1.552
C -2.204 -2.337 0.630
O -3.141 -2.903 0.111
N -1.029 -2.164 -0.168
H -3.019 -0.647 1.637
H -1.122 -1.093 1.989
H -0.217 -2.162 0.352
H -1.446 -3.155 -2.023
H -2.338 -2.120 2.738
H -1.271 -1.390 -2.018
H 0.160 -2.129 -1.818
C 2.219 1.493 1.694
C 1.271 2.402 -2.029
C 1.750 2.479 -0.564
O 2.368 3.490 -0.230
N 1.756 1.353 0.310
H 0.975 0.707 0.236
H 1.286 1.105 2.226
H 0.690 3.219 -2.272
H 3.110 0.996 1.850
H 2.208 2.532 2.014
H 2.147 2.441 -2.736
H 0.757 1.410 -2.196


Density functional theory data (ωB97M-V/def2-TZVPD) for a gas-phase ion, C4H6N3O (charge +1) in a non-equilibrium geometry.

## Properties
net charge: +1
energy: -395.0299 a.u.
HOMO energy (spin up / spin down): -14.21 / -13.96 eV
energy above the lowest of the compared OMol25 structures with the same formula, charge and spin: 137.26 kcal/mol
max |F|: 5.17 eV/Å

CARTESIAN COORDINATES (ANGSTROEM)
C -1.918 0.107 0.087
C -3.262 0.333 0.231
C 1.406 0.678 -0.202
C 2.835 -0.540 -0.093
N -0.914 0.973 -0.026
N -0.111 -1.093 -0.040
N 0.187 0.221 -0.095
O -1.389 -1.173 0.067
H -3.948 -0.491 0.335
H -3.631 1.345 0.254
H 1.610 1.729 -0.267
H 2.387 -1.494 0.134
H 3.293 -0.478 -1.069
H 3.455 -0.119 0.684